Entry 1:
DFT (ωB97M-V/def2-TZVPD) results for a single C5H7N molecule.

The geometry in XYZ format:
```
13
Properties=species:S:1:pos:R:3:lowdin_charge:R:1
C -1.068 1.641 0.056 -0.067
C -0.261 0.376 0.020 -0.307
C 0.604 -0.070 0.990 -0.099
N 1.149 -1.256 0.569 -0.003
C 0.644 -1.582 -0.660 -0.138
C -0.230 -0.591 -1.029 -0.068
H -2.102 1.463 -0.261 0.074
H -1.099 2.061 1.066 0.072
H -0.652 2.408 -0.608 0.074
H 0.870 0.364 1.945 0.115
H 1.819 -1.802 1.085 0.142
H 0.941 -2.492 -1.163 0.105
H -0.796 -0.554 -1.952 0.100
```

Computed properties:
net charge: 0
relative energy (zero: lowest compared OMol25 entry of this formula, charge and spin): 1.4 kcal/mol
Kohn-Sham gap: 9.2 eV
molecular weight: 81.12 g/mol
multiplicity: 1
SMILES: Cc1cc[nH]c1
LUMO: 1.08 eV
HOMO level: -0.2989 hartree

Entry 2:
DFT (ωB97M-V/def2-TZVPD) results for a molecular structure, C5H7N.

The geometry in XYZ format:
```
13
Properties=species:S:1:pos:R:3:lowdin_charge:R:1
C -0.188 -0.654 -1.733 -0.049
C 0.077 -0.169 -0.338 -0.310
C -0.652 0.801 0.308 -0.098
N -0.002 0.875 1.658 -0.081
C 1.109 -0.006 1.796 -0.097
C 1.095 -0.622 0.543 -0.142
H 0.037 -1.720 -1.828 0.079
H -1.230 -0.495 -2.024 0.077
H 0.445 -0.121 -2.453 0.084
H -1.331 1.573 -0.022 0.121
H -0.155 1.667 2.276 0.146
H -0.992 0.282 1.548 0.187
H 1.787 -1.412 0.268 0.083
```

Computed properties:
net charge: 0
relative energy (zero: lowest compared OMol25 entry of this formula, charge and spin): 105.2 kcal/mol
Kohn-Sham gap: 8.7 eV
molecular weight: 81.12 g/mol
multiplicity: 1
LUMO: 0.70 eV
HOMO level: -0.2934 hartree

Entry 3:
DFT (ωB97M-V/def2-TZVPD) results for a single C5H7N molecule.

The geometry in XYZ format:
```
13
Properties=species:S:1:pos:R:3:lowdin_charge:R:1
C -0.089 -2.000 -0.223 -0.053
C 1.112 -1.076 0.338 -0.173
C 0.929 0.007 -0.652 -0.141
C -0.604 -0.385 -0.650 -0.332
C -1.609 0.615 -0.020 0.002
N -0.869 -1.653 -1.166 0.088
H 0.775 -0.713 1.293 0.103
H 1.919 -1.791 0.423 0.095
H 1.210 1.006 -0.286 0.110
H 1.440 -0.203 -1.603 0.115
H -1.187 1.129 0.786 0.052
H -2.462 0.136 0.528 0.104
H -1.910 1.200 -0.764 0.030
```

Computed properties:
net charge: 0
relative energy (zero: lowest compared OMol25 entry of this formula, charge and spin): 119.9 kcal/mol
Kohn-Sham gap (alpha / beta): 8.2 / 8.3 eV
molecular weight: 81.12 g/mol
multiplicity: 1
SMILES: C[C@@]12CCC1=N2
LUMO (alpha / beta): 0.68 / 0.68 eV
HOMO level (alpha / beta): -0.2780 / -0.2781 hartree

Entry 4:
DFT (ωB97M-V/def2-TZVPD) results for 2 unconnected molecules or ions with the total composition C5H7N.

The geometry in XYZ format:
```
13
Properties=species:S:1:pos:R:3:lowdin_charge:R:1
C 2.642 0.592 0.429 -0.151
C -1.827 -0.646 0.125 -0.187
C -1.506 0.808 -0.164 -0.186
C 1.877 -0.551 0.329 -0.084
C -0.726 -0.280 -0.763 -0.094
N 2.948 -0.103 -0.609 0.116
H 2.885 1.508 0.917 0.097
H -1.607 -1.013 1.118 0.089
H -2.718 -1.093 -0.302 0.091
H -2.168 1.393 -0.790 0.090
H -1.069 1.380 0.643 0.086
H 1.811 -1.476 0.856 0.060
H -0.543 -0.517 -1.788 0.073
```

Computed properties:
net charge: 0
relative energy (zero: lowest compared OMol25 entry of this formula, charge and spin): 166.2 kcal/mol
Kohn-Sham gap (alpha / beta): 8.9 / 8.3 eV
molecular weight: 81.12 g/mol
multiplicity: 1
LUMO (alpha / beta): 0.88 / 0.55 eV
HOMO level (alpha / beta): -0.2954 / -0.2842 hartree

Entry 5:
DFT (ωB97M-V/def2-TZVPD) results for 2 unconnected molecules or ions with the total composition C5H7N.

The geometry in XYZ format:
```
13
Properties=species:S:1:pos:R:3:lowdin_charge:R:1
C -0.592 -0.501 0.189 -0.358
C 2.365 0.472 -0.012 -0.275
C 0.308 -1.238 0.682 0.095
C -2.078 -0.230 -0.029 -0.054
C -1.015 0.701 -0.585 -0.130
N 2.473 -0.696 0.292 0.039
H 3.248 1.220 -0.330 0.097
H 1.354 1.041 -0.040 0.052
H 0.288 -2.165 1.390 0.100
H -2.345 -1.076 -0.715 0.130
H -2.489 0.117 0.948 0.124
H -0.766 1.627 -0.172 0.078
H -0.752 0.728 -1.619 0.102
```

Computed properties:
net charge: 0
relative energy (zero: lowest compared OMol25 entry of this formula, charge and spin): 151.5 kcal/mol
Kohn-Sham gap (alpha / beta): 8.5 / 8.2 eV
molecular weight: 81.12 g/mol
multiplicity: 1
LUMO (alpha / beta): 0.21 / 0.18 eV
HOMO level (alpha / beta): -0.3058 / -0.2964 hartree

Entry 6:
DFT (ωB97M-V/def2-TZVPD) results for a single C5H7N molecule.

The geometry in XYZ format:
```
13
Properties=species:S:1:pos:R:3:lowdin_charge:R:1
C -1.449 -1.418 0.282 -0.047
C -0.455 -0.461 0.079 -0.503
C 0.945 -0.410 0.512 -0.055
C 1.438 0.931 0.314 -0.095
C 0.469 1.614 -0.343 -0.120
N -0.610 0.783 -0.572 0.053
H -2.308 -1.424 -0.377 0.021
H 0.300 -1.091 -0.676 0.241
H -1.159 -2.361 0.736 0.030
H 1.444 -1.190 1.074 0.117
H 2.413 1.313 0.591 0.098
H 0.488 2.615 -0.759 0.114
H -1.517 1.099 -0.859 0.147
```

Computed properties:
net charge: 0
relative energy (zero: lowest compared OMol25 entry of this formula, charge and spin): 91.3 kcal/mol
Kohn-Sham gap: 7.2 eV
molecular weight: 81.12 g/mol
multiplicity: 1
LUMO: 0.87 eV
HOMO level: -0.2310 hartree

Entry 7:
DFT (ωB97M-V/def2-TZVPD) results for a molecular structure, C5H7N.

The geometry in XYZ format:
```
13
Properties=species:S:1:pos:R:3:lowdin_charge:R:1
C 1.643 0.800 0.582 0.012
C 0.457 1.166 0.107 -0.151
C -0.575 0.244 -0.481 -0.275
C -0.232 -1.254 -0.690 -0.172
N -1.149 -1.616 0.427 0.077
C -1.490 -0.387 0.547 -0.140
H 1.985 -0.231 0.538 0.052
H 2.307 1.525 1.046 0.055
H 0.150 2.209 0.192 0.098
H -1.070 0.724 -1.333 0.133
H -0.597 -1.670 -1.633 0.108
H 0.811 -1.550 -0.547 0.094
H -2.219 0.028 1.245 0.109
```

Computed properties:
net charge: 0
relative energy (zero: lowest compared OMol25 entry of this formula, charge and spin): 51.6 kcal/mol
Kohn-Sham gap: 10.7 eV
molecular weight: 81.12 g/mol
multiplicity: 1
LUMO: 1.14 eV
HOMO level: -0.3524 hartree

Entry 8:
DFT (ωB97M-V/def2-TZVPD) results for a gas-phase ion, C5H7N2O (charge +1).

The geometry in XYZ format:
```
15
Properties=species:S:1:pos:R:3:lowdin_charge:R:1
C 0.109 -1.138 -0.153 -0.146
C 1.997 -0.025 0.058 -0.145
C -1.176 -1.548 -0.090 0.036
C 2.762 1.212 0.252 0.053
C -2.307 -0.812 0.507 -0.003
N 2.459 -1.266 -0.414 0.083
N 1.547 -2.029 -0.610 0.218
O 0.636 0.016 0.187 0.153
H -1.341 -2.504 -0.386 0.106
H 3.325 1.302 1.186 0.124
H 3.606 1.252 -0.541 0.158
H 2.180 2.079 0.180 0.085
H -2.698 -0.382 -0.350 0.089
H -1.917 0.009 1.027 0.079
H -3.094 -1.368 0.983 0.110
```

Computed properties:
net charge: +1
relative energy (zero: lowest compared OMol25 entry of this formula, charge and spin): 88.2 kcal/mol
Kohn-Sham gap (alpha / beta): 7.8 / 7.8 eV
molecular weight: 111.12 g/mol
multiplicity: 1
SMILES: C/C=C1/N=[N+]=C(C)O1
LUMO (alpha / beta): -7.08 / -7.08 eV
HOMO level (alpha / beta): -0.5466 / -0.5465 hartree

Entry 9:
DFT (ωB97M-V/def2-TZVPD) results for a gas-phase ion, C5H7N2O2 (charge -1).

The geometry in XYZ format:
```
16
Properties=species:S:1:pos:R:3:lowdin_charge:R:1
C -1.304 1.537 0.132 -0.089
C -0.112 2.023 0.764 -0.245
C -1.696 0.442 -0.621 -0.471
C 0.339 -1.052 0.061 -0.152
C 1.309 -2.152 -0.241 -0.088
N -0.624 -0.689 -0.770 0.106
N 1.048 1.464 0.813 -0.236
O 2.008 2.091 1.384 -0.282
O -2.711 0.189 -1.354 -0.148
H -1.991 2.336 -0.008 0.070
H -0.367 2.908 1.261 0.065
H 0.444 -0.495 0.970 0.085
H 2.282 -1.738 -0.577 0.079
H 0.829 -2.941 -0.936 0.091
H 1.514 -2.708 0.717 0.075
H -0.968 -1.215 -1.597 0.142
```

Computed properties:
net charge: -1
relative energy (zero: lowest compared OMol25 entry of this formula, charge and spin): 130.8 kcal/mol
Kohn-Sham gap (alpha / beta): 5.2 / 5.7 eV
molecular weight: 127.12 g/mol
multiplicity: 1
LUMO (alpha / beta): 3.49 / 3.50 eV
HOMO level (alpha / beta): -0.0630 / -0.0815 hartree

Entry 10:
DFT (ωB97M-V/def2-TZVPD) results for a single C5H7N2O3P molecule.

The geometry in XYZ format:
```
18
Properties=species:S:1:pos:R:3:lowdin_charge:R:1
C 0.281 -0.509 0.363 -0.229
C 1.062 0.607 0.122 -0.218
C -1.017 -0.206 -0.175 -0.368
C 0.435 1.607 -0.841 -0.334
C 0.677 -1.764 0.970 -0.059
N -2.325 -1.080 0.155 0.011
N 2.314 0.871 0.529 -0.370
O 2.838 0.086 1.275 0.087
O 2.927 1.875 0.079 0.043
O -3.382 -0.453 -0.513 -0.212
P -1.421 1.421 -0.737 0.959
H 0.575 2.642 -0.462 0.075
H 0.786 1.467 -1.929 0.126
H 1.634 -2.205 0.519 0.117
H 0.018 -2.636 0.902 0.070
H 0.705 -1.707 2.155 0.144
H -4.242 -1.022 -0.298 0.166
H -1.865 1.006 -2.112 -0.007
```

Computed properties:
net charge: 0
relative energy (zero: lowest compared OMol25 entry of this formula, charge and spin): 168.1 kcal/mol
Kohn-Sham gap (alpha / beta): 7.7 / 7.3 eV
molecular weight: 174.10 g/mol
multiplicity: 1
SMILES: CC1=C([N+](=O)[O-])CP/C1=N\O
LUMO (alpha / beta): -1.66 / -1.09 eV
HOMO level (alpha / beta): -0.3446 / -0.3065 hartree

Entry 11:
DFT (ωB97M-V/def2-TZVPD) results for a gas-phase ion, C5H7N2OS (charge +1).

The geometry in XYZ format:
```
16
Properties=species:S:1:pos:R:3:lowdin_charge:R:1
C -0.870 1.586 -0.982 -0.199
C -2.137 1.245 -0.549 -0.341
C -2.206 -1.434 -0.243 -0.265
C 0.725 -0.196 -0.390 -0.472
C 1.089 -0.379 1.089 0.021
N 0.198 1.031 -0.593 0.165
N -1.187 -1.959 -0.719 0.116
O 0.250 -1.372 -0.927 0.026
S -2.703 -0.011 0.512 1.088
H -0.926 2.621 -1.447 0.159
H -2.715 2.126 -0.702 0.072
H 1.681 -0.290 -0.982 0.203
H 1.675 0.430 1.356 0.069
H 1.826 -1.285 1.323 0.155
H 0.253 -0.632 1.567 0.021
H -1.348 -2.781 -1.292 0.182
```

Computed properties:
net charge: +1
relative energy (zero: lowest compared OMol25 entry of this formula, charge and spin): 114.4 kcal/mol
Kohn-Sham gap (alpha / beta): 7.9 / 6.0 eV
molecular weight: 143.19 g/mol
multiplicity: 3
LUMO (alpha / beta): -4.93 / -7.75 eV
HOMO level (alpha / beta): -0.4717 / -0.5053 hartree

Entry 12:
DFT (ωB97M-V/def2-TZVPD) results for 2 unconnected molecules or ions with the total composition C5H7N2P.

The geometry in XYZ format:
```
15
Properties=species:S:1:pos:R:3:lowdin_charge:R:1
C 1.595 -1.402 0.353 -0.074
C 2.553 -0.805 -0.519 -0.138
C 0.967 -0.233 0.777 -0.158
C -1.767 0.217 -1.300 -0.370
C -1.539 0.576 1.377 -0.306
N 1.383 0.864 0.204 -0.008
N 2.410 0.517 -0.565 -0.029
P -1.966 -0.608 0.187 0.755
H 1.659 -2.429 0.701 0.090
H 3.423 -1.347 -0.822 0.100
H -1.634 -0.298 -2.248 -0.030
H -1.191 1.224 -1.354 0.027
H -1.735 0.214 2.352 -0.035
H -1.039 1.518 1.466 0.007
H 2.893 1.302 -1.014 0.168
```

Computed properties:
net charge: 0
relative energy (zero: lowest compared OMol25 entry of this formula, charge and spin): 131.9 kcal/mol
Kohn-Sham gap (alpha / beta): 7.6 / 8.1 eV
molecular weight: 126.10 g/mol
multiplicity: 1
LUMO (alpha / beta): -0.74 / -0.24 eV
HOMO level (alpha / beta): -0.3080 / -0.3073 hartree

Look up the molecular weight of the ninth one. 127.12 g/mol